1.
{
  "formula": "C30H78BNNbO5P2S",
  "method": "ωB97M-V with the def2-TZVPD basis set",
  "charge": -1,
  "mol_weight_g_mol": 730.7,
  "max_force_ev_per_a": 2.91,
  "gap_ev": 6.20,
  "elements": ["C", "C", "P", "C", "C", "Nb", "S", "C", "N", "B", "O", "O", "C", "P", "O", "O", "O", "H", "H", "H", "H", "H", "H", "H", "H", "H", "H", "H", "H", "H", "H", "H", "H", "H", "H", "H", "H", "H", "H", "C", "C", "C", "C", "C", "C", "H", "H", "H", "H", "H", "H", "H", "H", "H", "H", "H", "H", "H", "H", "C", "C", "C", "C", "C", "C", "H", "H", "H", "H", "H", "H", "H", "H", "H", "H", "H", "H", "H", "H", "C", "C", "C", "C", "C", "C", "H", "H", "H", "H", "H", "H", "H", "H", "H", "H", "H", "H", "H", "H", "C", "C", "C", "C", "C", "C", "H", "H", "H", "H", "H", "H", "H", "H", "H", "H", "H", "H", "H", "H"],
  "coordinates": [[0.888, -1.684, 0.890], [-0.466, -1.014, 1.008], [-0.416, 0.799, 0.616], [-2.128, 1.328, 0.114], [-3.150, 0.203, 0.024], [1.409, 1.764, -0.807], [3.261, 2.803, -2.148], [-0.007, 1.649, -2.607], [0.382, 0.345, -3.104], [2.693, 1.848, 1.190], [2.224, 1.744, 2.470], [4.063, 1.945, 1.101], [4.790, 0.769, 0.793], [0.552, 4.167, -0.346], [-0.054, 4.615, -1.608], [-0.589, 4.329, 0.805], [1.668, 5.258, 0.123], [0.829, -2.684, 1.321], [1.678, -1.152, 1.411], [1.188, -1.810, -0.144], [-1.180, -1.529, 0.374], [-0.796, -1.125, 2.040], [-2.057, 1.876, -0.819], [-2.452, 2.041, 0.868], [-2.888, -0.452, -0.803], [-3.140, -0.372, 0.943], [-4.141, 0.615, -0.148], [2.288, 0.199, -1.169], [2.772, 4.024, -2.343], [-1.064, 1.680, -2.381], [0.223, 2.411, -3.340], [1.382, 0.347, -3.295], [0.255, -0.353, -2.373], [1.313, 2.047, 2.511], [4.171, 0.016, 0.312], [5.589, 1.016, 0.097], [5.229, 0.347, 1.694], [-0.188, 4.252, 1.678], [2.530, 4.866, -0.062], [-0.656, -2.303, 5.480], [0.751, -2.653, 5.003], [0.875, -4.086, 4.489], [0.591, -5.173, 5.527], [1.471, -5.114, 6.774], [2.957, -5.301, 6.480], [-0.968, -2.927, 6.319], [-0.706, -1.264, 5.808], [-1.381, -2.431, 4.673], [1.467, -2.473, 5.809], [1.028, -1.971, 4.195], [1.877, -4.228, 4.076], [0.185, -4.218, 3.650], [0.717, -6.150, 5.050], [-0.458, -5.123, 5.831], [1.145, -5.898, 7.464], [1.318, -4.167, 7.297], [3.138, -6.261, 5.991], [3.543, -5.279, 7.400], [3.341, -4.515, 5.829], [-7.254, 6.690, 0.765], [-6.668, 5.638, -0.174], [-5.570, 4.793, 0.467], [-4.333, 5.574, 0.914], [-3.638, 6.365, -0.193], [-3.105, 5.482, -1.315], [-6.498, 7.406, 1.087], [-8.050, 7.252, 0.274], [-7.678, 6.221, 1.656], [-6.286, 6.124, -1.075], [-7.471, 4.972, -0.504], [-5.270, 4.011, -0.236], [-5.987, 4.271, 1.336], [-3.614, 4.868, 1.339], [-4.605, 6.254, 1.728], [-2.803, 6.912, 0.251], [-4.316, 7.124, -0.601], [-2.390, 4.758, -0.933], [-2.583, 6.077, -2.064], [-3.912, 4.944, -1.821], [-8.155, -2.749, -3.548], [-7.349, -3.221, -2.340], [-6.378, -2.169, -1.806], [-5.293, -1.736, -2.791], [-4.409, -2.865, -3.317], [-3.615, -3.574, -2.222], [-7.509, -2.507, -4.393], [-8.851, -3.520, -3.879], [-8.736, -1.858, -3.302], [-6.808, -4.135, -2.597], [-8.040, -3.492, -1.538], [-5.912, -2.549, -0.893], [-6.946, -1.283, -1.505], [-4.658, -0.995, -2.299], [-5.751, -1.220, -3.639], [-3.710, -2.445, -4.044], [-5.014, -3.596, -3.863], [-2.974, -2.868, -1.691], [-2.976, -4.351, -2.644], [-4.270, -4.050, -1.491], [6.242, -1.824, -2.665], [7.189, -0.637, -2.818], [8.320, -0.880, -3.815], [9.267, -2.024, -3.447], [9.945, -1.881, -2.085], [10.838, -0.648, -1.976], [6.757, -2.709, -2.286], [5.444, -1.581, -1.963], [5.783, -2.080, -3.622], [7.600, -0.369, -1.840], [6.615, 0.230, -3.151], [8.892, 0.045, -3.934], [7.887, -1.092, -4.797], [10.039, -2.100, -4.220], [8.722, -2.971, -3.473], [10.550, -2.774, -1.905], [9.193, -1.859, -1.293], [11.623, -0.668, -2.735], [11.321, -0.602, -0.999], [10.269, 0.273, -2.103]],
  "mulliken_charge": [-1.339, 0.197, 0.294, 0.028, -1.336, -0.374, -0.452, -0.504, -0.610, 0.795, -0.369, -0.365, -0.607, 0.658, -0.655, -0.468, -0.595, 0.327, 0.234, 0.299, -0.035, 0.181, -0.046, 0.297, 0.109, 0.287, 0.508, -0.059, 0.054, 0.225, 0.433, 0.321, 0.204, 0.239, 0.095, 0.181, 0.321, 0.260, 0.342, -1.299, -0.231, -0.497, -0.867, -0.382, -1.185, 0.379, 0.374, 0.264, 0.308, 0.193, 0.341, 0.315, 0.387, 0.339, 0.363, 0.242, 0.292, 0.375, 0.282, -1.220, -0.488, -0.477, -0.624, -0.472, -0.891, 0.284, 0.385, 0.287, 0.240, 0.396, 0.182, 0.423, 0.240, 0.347, 0.393, 0.290, -0.014, 0.378, 0.283, -1.208, -0.487, -0.597, -0.434, -0.500, -0.820, 0.284, 0.381, 0.292, 0.240, 0.375, 0.302, 0.401, 0.103, 0.351, 0.386, 0.280, -0.046, 0.400, 0.285, -1.117, -0.143, -0.776, -0.724, -0.353, -1.190, 0.297, 0.275, 0.295, 0.153, 0.332, 0.322, 0.377, 0.388, 0.301, 0.356, 0.255, 0.293, 0.372, 0.286]
}

2.
{
  "formula": "C2F6NO4S2Yb",
  "method": "ωB97M-V with the def2-TZVPD basis set",
  "multiplicity": 2,
  "mol_weight_g_mol": 453.2,
  "max_force_ev_per_a": 4.74,
  "gap_ev": [7.28, 5.78],
  "elements": ["O", "Yb", "N", "S", "O", "C", "F", "F", "F", "S", "O", "O", "C", "F", "F", "F"],
  "coordinates": [[0.445, -0.512, 2.410], [2.048, -0.992, 0.831], [1.253, 0.659, -0.908], [-1.095, 0.049, 1.830], [-2.208, -0.837, 2.293], [-1.318, 1.572, 2.902], [-2.476, 2.151, 2.597], [-0.342, 2.448, 2.694], [-1.331, 1.240, 4.186], [1.591, -0.294, -2.039], [2.078, -1.627, -1.441], [2.402, 0.138, -3.195], [0.034, -0.891, -2.883], [-0.802, -1.428, -1.998], [-0.578, 0.135, -3.471], [0.298, -1.813, -3.806]],
  "nbo_charge": [-1.181, 1.809, -0.877, 1.373, -0.907, 0.767, -0.311, -0.320, -0.308, 2.040, -1.034, -0.856, 0.727, -0.314, -0.305, -0.302]
}

Please write out number 2 again, unchanged.
{
  "formula": "C2F6NO4S2Yb",
  "method": "ωB97M-V with the def2-TZVPD basis set",
  "multiplicity": 2,
  "mol_weight_g_mol": 453.2,
  "max_force_ev_per_a": 4.74,
  "gap_ev": [7.28, 5.78],
  "elements": ["O", "Yb", "N", "S", "O", "C", "F", "F", "F", "S", "O", "O", "C", "F", "F", "F"],
  "coordinates": [[0.445, -0.512, 2.410], [2.048, -0.992, 0.831], [1.253, 0.659, -0.908], [-1.095, 0.049, 1.830], [-2.208, -0.837, 2.293], [-1.318, 1.572, 2.902], [-2.476, 2.151, 2.597], [-0.342, 2.448, 2.694], [-1.331, 1.240, 4.186], [1.591, -0.294, -2.039], [2.078, -1.627, -1.441], [2.402, 0.138, -3.195], [0.034, -0.891, -2.883], [-0.802, -1.428, -1.998], [-0.578, 0.135, -3.471], [0.298, -1.813, -3.806]],
  "nbo_charge": [-1.181, 1.809, -0.877, 1.373, -0.907, 0.767, -0.311, -0.320, -0.308, 2.040, -1.034, -0.856, 0.727, -0.314, -0.305, -0.302]
}